a.
The following is a quantum chemistry calculation of an isolated molecule of C8H13NO, from the Open Molecules 2025 dataset.

Results
Highest occupied orbital energy, eV: -8.874
Charge: 0
SMILES: C=C1N(C)C(=O)CC1(C)C
Kohn-Sham gap, eV: 9.6
LUMO, eV: 0.77

Last column: Mulliken charge in e.
Element x y z (Å)
C -1.5094 -0.9055 -0.1314  -1.06
C -0.6278 0.0410 -0.2250  -0.11
N -0.9227 1.4433 -0.4825  0.25
C -2.2156 1.8231 -0.9752  -1.15
C -0.0019 2.1556 0.2218  0.32
O -0.0461 3.3091 0.5871  -0.63
C 1.2848 1.3080 0.3052  -0.76
C 0.7748 -0.1633 0.1422  1.65
C 0.7880 -1.0036 1.4640  -1.60
C 1.6381 -1.0604 -0.9351  -1.42
H -2.5776 -0.6069 -0.5032  0.19
H -1.3317 -1.9441 -0.0666  0.35
H -2.9279 1.9860 -0.1449  0.39
H -2.0351 2.7411 -1.4857  0.37
H -2.7533 1.2810 -1.7117  0.43
H 1.8063 1.5662 -0.5534  0.31
H 1.8091 1.6676 1.2625  0.24
H 1.7345 -0.9074 2.0654  0.37
H 0.5673 -2.0620 1.2749  0.39
H 0.0434 -0.6684 2.2368  0.38
H 2.4697 -1.5546 -0.4045  0.36
H 1.8041 -0.4094 -1.7882  0.44
H 1.0442 -1.9655 -1.2350  0.29

=====

b.
The following is a quantum chemistry calculation of a structure of composition C8H13NO, from the Open Molecules 2025 dataset.

Results
Highest occupied orbital energy (alpha / beta), eV: -7.659 / -7.635
Charge: 0
Kohn-Sham gap (alpha / beta), eV: 7.3 / 7.3
LUMO (alpha / beta), eV: -0.33 / -0.33

Last column: Mulliken charge in e.
Element x y z (Å)
C 0.6558 1.5550 -0.9136  0.99
C 1.9234 1.5448 -0.1026  -1.53
C -0.4754 2.3039 -0.4350  -1.04
O 0.9482 1.5452 -2.2530  -0.47
C 0.0321 -0.3267 -0.6294  0.05
C 0.1788 -1.1589 -1.5217  -0.65
H 0.1348 1.6497 -2.7614  0.37
H 2.4161 2.5161 -0.2044  0.41
H 1.7011 1.3743 0.9497  0.36
H 2.6003 0.7718 -0.4617  0.37
H -1.1587 2.6412 -1.2131  0.35
H -0.2244 3.0942 0.2714  0.32
H -1.1086 1.5724 0.3320  0.38
H 0.3364 -1.8145 -2.3445  0.43
C -0.3346 -1.7167 1.5062  -0.65
C -1.2929 -2.8178 1.0478  -1.05
C -0.6443 -0.3917 0.8222  0.65
N -1.3628 0.5013 1.2507  -0.85
H -0.4272 -1.5574 2.5810  0.34
H 0.6965 -1.9965 1.2798  0.30
H -1.2479 -2.9486 -0.0352  0.28
H -2.3196 -2.5713 1.3231  0.31
H -1.0270 -3.7699 1.5117  0.34

=====

Relative to the most stable structure, the computed energies are a 0.0000; b 0.1562, all in hartree.

=====

a.
The following is a quantum chemistry calculation of a structure of composition C27H39CrN2O3P2S, from the Open Molecules 2025 dataset.

Results
Highest occupied orbital energy (alpha / beta), eV: -14.796 / -14.754
Charge: +2
2S+1: 2
Kohn-Sham gap (alpha / beta), eV: 7.7 / 8.2
LUMO (alpha / beta), eV: -7.08 / -6.53

Last column: Mulliken spin population.
Element x y z (Å)
Cr 0.6004 0.6334 -1.1887  1.06
O 4.2655 1.7052 -0.9474  0.00
S 3.0072 1.3291 -0.4276  0.01
O 1.8376 2.2414 -0.6302  -0.01
O 2.4204 0.0410 -1.0367  -0.01
C 3.1145 1.0699 1.2970  -0.01
C 4.3575 1.1991 1.9032  0.00
C 4.4371 1.0987 3.2816  0.00
C 3.2874 0.8902 4.0339  0.00
C 2.0499 0.7623 3.4161  0.00
C 1.9433 0.8373 2.0333  -0.01
P 0.3061 0.6780 1.2466  -0.01
C -0.6828 2.0796 1.8299  -0.01
C -0.6599 3.2697 1.0984  0.01
C -1.3561 4.3781 1.5529  0.00
C -2.0769 4.3085 2.7386  0.00
C -2.1007 3.1299 3.4734  0.00
C -1.4079 2.0151 3.0251  0.00
C -0.4421 -0.8174 1.9589  0.00
C 0.3277 -1.8427 2.5075  0.00
C -0.2796 -3.0040 2.9679  0.00
C -1.6586 -3.1483 2.8960  0.00
C -2.4373 -2.1266 2.3625  0.00
C -1.8337 -0.9711 1.8931  0.00
H 5.2359 1.3918 1.3010  0.00
H 5.3989 1.2001 3.7671  0.00
H 3.3501 0.8308 5.1128  0.00
H 1.1615 0.6004 4.0150  0.00
H -0.0701 3.3390 0.1914  -0.01
H -1.3290 5.3026 0.9906  0.00
H -2.6177 5.1758 3.0942  0.00
H -2.6562 3.0784 4.4012  0.00
H -1.4309 1.1024 3.6053  0.00
H 1.4022 -1.7355 2.5900  0.00
H 0.3258 -3.7906 3.4006  0.00
H -2.1302 -4.0472 3.2736  0.00
H -3.5151 -2.2287 2.3265  0.00
H -2.4556 -0.1666 1.5197  0.00
N -1.5427 0.8301 -1.2107  -0.01
C -2.3339 1.5553 -2.2517  0.02
C -1.6628 2.8442 -2.6974  0.01
C -0.4940 2.5824 -3.6305  0.00
N 0.6006 1.8022 -2.9651  -0.02
H -1.9376 -0.1020 -1.1231  0.00
H -1.7426 1.2806 -0.3171  0.00
H -3.3280 1.7592 -1.8574  0.00
H -2.4507 0.8868 -3.1059  0.00
H -1.3346 3.4206 -1.8260  0.00
H -2.3868 3.4577 -3.2332  0.00
H -0.0804 3.5282 -3.9742  0.00
H -0.8353 2.0321 -4.5060  0.00
H 1.3330 2.4620 -2.7100  0.00
H 1.0384 1.1912 -3.6563  0.00
C 1.6298 -4.2264 -0.6465  0.00
C 1.7235 -2.7017 -0.6715  -0.01
P 0.3330 -1.8351 -1.4863  -0.01
C 0.6622 -2.1501 -3.2625  0.00
C -0.3692 -1.5450 -4.2249  0.00
C -1.1088 -2.8841 -1.0519  0.00
C -2.5295 -2.4298 -1.4083  0.00
H 2.5621 -4.6323 -0.2569  0.00
H 1.4844 -4.6442 -1.6437  0.00
H 0.8231 -4.5793 -0.0047  0.00
H 2.6158 -2.3800 -1.2078  0.00
H 1.8146 -2.2980 0.3361  0.00
H 0.7427 -3.2252 -3.4255  0.00
H 1.6551 -1.7293 -3.4437  0.00
H -1.3275 -2.0579 -4.1613  0.00
H -0.0269 -1.6338 -5.2555  0.00
H -0.5453 -0.4853 -4.0198  0.01
H -1.0374 -3.0608 0.0255  0.00
H -0.8942 -3.8363 -1.5385  0.00
H -2.8905 -1.6475 -0.7413  0.00
H -3.2166 -3.2655 -1.2787  0.00
H -2.6317 -2.0921 -2.4418  0.00

=====

b.
The following is a quantum chemistry calculation of a structure of composition C27H39CrN2O3P2S, from the Open Molecules 2025 dataset.

Results
Highest occupied orbital energy (alpha / beta), eV: -14.730 / -14.709
Charge: +2
2S+1: 2
Kohn-Sham gap (alpha / beta), eV: 7.7 / 8.2
LUMO (alpha / beta), eV: -7.04 / -6.55

Last column: Mulliken spin population.
Element x y z (Å)
Cr 0.5159 0.6023 -1.2941  1.08
O 4.3195 1.6110 -1.1236  0.00
S 3.0373 1.3400 -0.5970  0.01
O 1.9684 2.3511 -0.6914  0.00
O 2.3577 0.1455 -1.2770  -0.01
C 3.1273 0.9491 1.1261  0.00
C 4.3735 0.9721 1.7205  0.00
C 4.4798 0.8437 3.1032  0.00
C 3.3376 0.7299 3.8732  0.00
C 2.0893 0.7023 3.2634  0.00
C 1.9688 0.7906 1.8781  -0.02
P 0.3071 0.7251 1.1530  0.00
C -0.6116 2.1563 1.7736  -0.03
C -0.3182 3.4219 1.2522  0.00
C -0.9908 4.5365 1.7243  0.00
C -1.9596 4.4026 2.7092  0.00
C -2.2386 3.1532 3.2388  0.00
C -1.5679 2.0313 2.7783  0.00
C -0.5079 -0.7396 1.8405  0.00
C 0.1905 -1.7753 2.4584  0.00
C -0.4813 -2.9031 2.9097  0.00
C -1.8547 -3.0094 2.7563  0.00
C -2.5583 -1.9823 2.1443  0.00
C -1.8902 -0.8599 1.6841  0.00
H 5.2509 1.1165 1.1086  0.00
H 5.4534 0.8592 3.5689  0.00
H 3.4073 0.6644 4.9493  0.00
H 1.2034 0.6159 3.8805  0.00
H 0.4513 3.5430 0.5073  0.00
H -0.7495 5.5127 1.3286  0.00
H -2.4855 5.2741 3.0718  0.00
H -2.9758 3.0464 4.0204  0.00
H -1.7805 1.0703 3.2296  0.00
H 1.2583 -1.7080 2.6122  0.00
H 0.0735 -3.6899 3.3998  0.00
H -2.3762 -3.8803 3.1233  0.00
H -3.6319 -2.0437 2.0408  0.00
H -2.4772 -0.0526 1.2569  0.00
N -1.6067 0.5597 -1.4705  -0.01
C -2.4299 1.3821 -2.3974  0.01
C -1.9199 2.8115 -2.4416  0.01
C -0.6843 2.9116 -3.3290  0.00
N 0.4159 2.0466 -2.8076  -0.02
H -1.8929 -0.4074 -1.6021  0.00
H -1.9153 0.7797 -0.5236  -0.01
H -3.4777 1.3266 -2.0933  0.00
H -2.3586 0.9287 -3.3897  0.00
H -1.7019 3.1646 -1.4291  0.00
H -2.6958 3.4664 -2.8387  0.00
H -0.3158 3.9356 -3.3984  0.00
H -0.9291 2.5846 -4.3405  0.00
H 1.1088 2.6544 -2.3646  0.00
H 0.9188 1.6461 -3.6022  0.00
C 1.8280 -4.1480 -0.4146  0.00
C 1.8308 -2.6268 -0.5380  0.00
P 0.3831 -1.8717 -1.3878  0.00
C 0.7237 -2.1946 -3.1569  -0.01
C -0.3081 -1.6300 -4.1206  0.00
C -1.0109 -2.9654 -0.9045  0.00
C -2.4528 -2.6194 -1.2424  0.00
H 2.7940 -4.4891 -0.0440  0.00
H 1.6639 -4.6359 -1.3753  0.00
H 1.0676 -4.4967 0.2828  0.00
H 2.6952 -2.2879 -1.1118  0.00
H 1.9194 -2.1686 0.4502  0.00
H 0.8391 -3.2737 -3.3022  0.00
H 1.7081 -1.7503 -3.3423  0.00
H -1.2602 -2.1557 -4.0638  0.00
H 0.0465 -1.7137 -5.1459  0.00
H -0.4994 -0.5678 -3.9305  0.00
H -0.9133 -3.1145 0.1739  0.00
H -0.7581 -3.9298 -1.3610  0.00
H -2.8452 -1.8033 -0.6280  0.00
H -3.0776 -3.4832 -1.0173  0.00
H -2.6048 -2.3876 -2.2941  0.00

=====

Relative to the most stable structure, the computed energies are a 0.0000; b 0.0144, all in hartree.

=====

a.
The following is a quantum chemistry calculation of an isolated molecule of C5H5N3O3, from the Open Molecules 2025 dataset.

Results
Highest occupied orbital energy, eV: -9.417
Charge: 0
SMILES: O=C1/N=C\C=N\C/C=[N+](/[O-])O1
Kohn-Sham gap, eV: 9.1
LUMO, eV: -0.34

Last column: Mulliken charge in e.
Element x y z (Å)
O -1.5765 -0.9435 1.3697  -0.54
C -1.1046 -1.1087 0.2836  0.82
N -0.5263 -2.3012 -0.0947  -0.49
C 0.7439 -2.2999 -0.2859  -0.31
C 1.2817 -0.9381 -0.3983  0.06
N 0.9167 -0.1068 0.4647  -0.39
C 0.9336 1.3647 0.3061  -0.40
C -0.5253 1.7327 0.2073  -0.26
N -1.5606 1.0886 -0.2772  0.75
O -2.7031 1.4235 -0.3414  -0.64
O -1.2121 -0.2725 -0.7235  -0.33
H 1.2518 -3.2117 -0.5596  0.38
H 1.8617 -0.5234 -1.2095  0.39
H 1.5996 1.5609 -0.5496  0.30
H 1.3495 1.7692 1.2431  0.28
H -0.7298 2.7660 0.5650  0.36

=====

b.
The following is a quantum chemistry calculation of a cluster of 2 separate species, C5H5N3O3 in total, from the Open Molecules 2025 dataset.

Results
Highest occupied orbital energy, eV: -9.484
Charge: 0
Kohn-Sham gap, eV: 8.0
LUMO, eV: -1.51

Last column: Mulliken charge in e.
Element x y z (Å)
C 1.5910 0.5864 1.1480  0.36
C 0.2567 0.2668 0.7565  -0.58
C 2.3274 0.3197 2.3635  -0.26
C -1.1391 -0.4079 -1.4222  0.47
C 0.0660 -0.0957 -0.6362  0.60
N 1.7592 1.3969 0.1040  -0.03
N 0.4710 1.2076 -0.4205  -0.34
N -2.3659 -0.3936 -0.7184  -0.11
O 3.4322 0.5775 2.6814  -0.42
O -1.2382 -0.6627 -2.6017  -0.66
O -3.5446 -0.4153 -1.4125  -0.36
H 1.7995 -0.4947 2.9324  0.25
H 1.3832 -1.2001 -1.1808  0.22
H 2.2374 2.2073 -0.1936  0.21
H -2.1979 -0.1542 0.2877  0.29
H -3.1268 -0.4365 -2.2631  0.37

=====

Relative to the most stable structure, the computed energies are a 0.0000; b 0.1733, all in hartree.